58
Properties=species:S:1:pos:R:3:forces:R:3 method="wB97M-V/def2-TZVPD" homo_ev=-5.660 e_above_lowest_kj_mol=0.0 homo_lumo_gap_ev=5.540
Al 0.247 -0.128 0.125 -0.28 -0.35 -0.21
O 1.969 -3.371 -1.119 0.00 0.03 0.03
C 1.046 -2.432 -0.760 -0.10 -0.05 0.02
O 1.546 -1.184 -0.486 0.04 0.23 0.04
C -0.272 -2.648 -0.590 0.02 -0.09 -0.03
C -1.160 -3.772 -0.850 0.05 0.07 0.03
C -2.491 -3.561 -0.840 -0.06 0.07 0.02
C -3.074 -2.238 -0.612 0.03 -0.12 -0.03
C -2.227 -1.257 -0.255 0.01 0.07 0.05
N -0.899 -1.495 -0.072 0.02 0.04 -0.02
C -2.498 0.222 -0.128 0.20 0.06 -0.01
O -3.764 0.558 0.307 -0.13 -0.11 -0.04
O -2.002 0.982 -1.200 0.01 -0.01 0.22
H 2.673 -2.910 -1.589 0.01 0.00 -0.02
H -0.746 -4.749 -1.061 0.00 0.00 -0.01
H -3.157 -4.391 -1.042 -0.01 0.01 0.00
H -4.128 -2.052 -0.751 0.00 -0.01 -0.01
H -4.167 1.128 -0.360 0.07 0.09 0.07
Cl 0.987 -0.422 2.593 0.06 0.06 0.08
C 2.389 0.626 2.295 -0.05 0.05 -0.10
Cl 2.136 1.558 0.788 0.10 0.01 0.24
H 3.269 0.009 2.167 -0.01 -0.01 0.00
H 2.457 1.333 3.113 0.03 0.00 0.00
C -1.313 1.118 0.132 -0.11 -0.11 -0.34
Ge -1.571 2.829 1.003 0.05 0.11 0.13
C -0.334 4.096 0.194 0.02 0.13 0.00
C 0.340 3.801 -0.989 0.04 -0.02 0.00
C 1.171 4.738 -1.592 -0.01 -0.04 0.01
C 1.336 5.988 -1.015 0.01 0.02 0.00
C 0.663 6.303 0.159 0.00 -0.01 0.01
C -0.171 5.366 0.753 0.06 -0.03 -0.08
C -1.095 2.508 2.869 0.06 -0.10 0.06
C 0.015 3.096 3.474 -0.01 -0.01 0.04
C 0.373 2.771 4.779 0.01 0.01 -0.04
C -0.376 1.850 5.497 -0.01 -0.01 0.00
C -1.483 1.253 4.908 0.02 0.00 0.00
C -1.834 1.576 3.605 0.01 -0.03 -0.03
C -3.324 3.662 0.872 -0.11 0.01 -0.05
C -3.657 4.334 -0.305 -0.06 -0.02 -0.02
C -4.894 4.951 -0.447 0.04 -0.01 -0.01
C -5.809 4.916 0.594 -0.02 0.00 0.02
C -5.486 4.261 1.775 0.00 0.00 -0.03
C -4.254 3.637 1.910 0.01 0.00 -0.01
H 0.206 2.830 -1.458 -0.02 0.01 -0.02
H 1.683 4.493 -2.514 0.00 0.00 0.00
H 1.980 6.721 -1.484 0.00 0.00 0.00
H 0.782 7.282 0.606 0.00 0.00 0.00
H -0.705 5.633 1.659 -0.01 0.00 0.00
H 0.609 3.817 2.923 0.01 0.01 0.00
H 1.232 3.247 5.239 0.00 0.00 0.00
H -0.100 1.600 6.513 0.00 0.00 0.00
H -2.067 0.529 5.462 0.00 0.00 0.00
H -2.682 1.075 3.149 -0.02 0.02 -0.01
H -2.946 4.381 -1.122 0.01 0.00 0.00
H -5.139 5.463 -1.369 0.00 0.00 0.00
H -6.771 5.401 0.489 0.00 0.00 0.00
H -6.196 4.235 2.592 0.00 0.00 0.00
H -4.022 3.130 2.838 0.03 -0.01 0.02

---

52
Properties=species:S:1:pos:R:3:forces:R:3 method="wB97M-V/def2-TZVPD" homo_ev=-10.973 homo_lumo_gap_ev=5.881 charge=+1
Cl -5.189 1.078 1.327 -0.36 0.27 -0.13
C -3.721 0.310 1.762 0.73 -0.59 0.42
C -3.490 -1.008 1.341 -0.02 0.32 0.21
C -2.293 -1.626 1.681 -0.13 0.13 -0.27
C -1.324 -0.951 2.419 0.27 0.09 0.38
C -0.004 -1.647 2.662 -0.24 -0.55 -0.79
C 1.300 -0.885 2.619 -0.04 0.07 0.11
C 2.459 -1.616 2.923 0.15 0.30 -0.15
C 3.723 -1.106 2.634 -0.32 0.31 -0.05
C 3.813 0.186 2.089 -0.83 -0.34 0.35
Cl 5.335 0.770 1.567 0.43 0.23 -0.02
C 2.675 0.990 1.960 0.22 -0.72 0.16
C 1.415 0.447 2.225 0.64 -0.16 -0.06
C -1.615 0.312 2.941 -0.44 0.02 -0.25
C -2.801 0.970 2.586 0.02 -0.44 -0.05
H -4.241 -1.532 0.751 0.17 0.18 0.13
H -2.099 -2.650 1.348 -0.05 0.38 0.01
H 0.047 -2.460 1.903 0.16 0.48 0.34
H 2.364 -2.615 3.366 0.06 0.21 -0.36
H 4.620 -1.701 2.799 -0.20 0.21 -0.06
H 2.779 2.009 1.622 0.01 0.07 -0.07
H 0.542 1.073 2.106 0.06 -0.12 -0.23
H -0.913 0.783 3.629 -0.16 0.03 -0.26
H -3.015 1.976 2.941 0.03 -0.26 -0.06
C -4.904 -3.437 5.078 0.43 -0.09 -0.01
C -4.343 -2.167 5.264 0.29 -0.02 0.00
C -2.959 -2.017 5.331 -0.32 -0.20 -0.02
C -2.121 -3.147 5.208 -0.43 0.26 -0.74
C -0.686 -3.023 5.337 -0.22 0.94 0.03
N -0.095 -1.910 5.680 0.46 -1.77 1.90
C 0.977 -1.622 6.392 0.09 -0.23 -0.63
C 0.977 -1.517 7.830 -0.39 -0.31 0.33
C 2.188 -1.478 8.572 -0.12 0.07 -0.34
C 2.167 -1.535 9.960 -0.12 -0.02 0.06
C 0.944 -1.625 10.649 -0.02 -0.03 -0.63
C -0.264 -1.635 9.930 0.21 0.03 -0.30
C -0.250 -1.568 8.536 0.08 -0.21 0.46
C -2.693 -4.410 4.933 0.40 0.34 0.14
C -4.074 -4.555 4.910 -0.13 -0.01 -0.02
H -5.989 -3.555 5.044 0.34 0.03 0.03
H -4.990 -1.295 5.359 0.19 -0.22 -0.06
H -2.514 -1.027 5.424 -0.12 -0.24 0.14
H -0.093 -3.914 5.031 -0.12 0.43 0.93
H -0.025 -2.160 3.607 -0.04 -0.06 -0.32
H 1.934 -1.489 5.862 -0.31 0.53 0.06
H 3.133 -1.424 8.027 -0.22 -0.02 0.24
H 3.104 -1.523 10.523 -0.34 0.00 -0.26
H 0.931 -1.699 11.739 0.03 0.08 -0.39
H -1.217 -1.705 10.456 0.30 0.07 -0.14
H -1.185 -1.576 7.980 0.17 0.04 0.11
H -2.020 -5.251 4.743 -0.36 0.14 0.19
H -4.509 -5.544 4.763 0.11 0.33 -0.04

---

60
Properties=species:S:1:pos:R:3:forces:R:3 method="wB97M-V/def2-TZVPD" homo_ev=-10.323 homo_lumo_gap_ev=7.787 charge=+1
Ga -1.009 -0.034 -0.213 -0.39 0.19 0.06
C 1.702 -0.053 5.668 0.00 0.00 0.01
C 1.378 0.313 4.247 0.01 0.00 0.01
C 2.362 0.342 3.261 0.00 0.00 -0.01
C 2.057 0.623 1.942 0.00 0.00 0.03
C 0.754 0.928 1.559 -0.10 0.06 -0.02
N 0.361 1.115 0.216 0.22 -0.10 -0.03
C 0.981 1.995 -0.658 -0.02 0.02 0.10
C 1.911 2.934 -0.190 0.00 0.01 -0.01
C 2.501 3.863 -1.016 -0.01 -0.01 0.01
C 2.173 3.935 -2.367 0.01 0.01 -0.01
C 2.766 4.985 -3.265 0.00 0.01 0.00
C 1.240 3.033 -2.837 -0.03 0.00 -0.01
C 0.659 2.058 -2.024 0.05 0.08 -0.01
N -0.269 1.161 -2.678 -0.01 -0.08 -0.04
C -0.389 0.983 -4.002 0.03 -0.01 0.04
C -1.486 0.186 -4.256 -0.01 -0.01 -0.04
C -2.003 -0.120 -3.012 0.04 -0.04 0.06
N -1.269 0.470 -2.057 0.04 0.15 -0.03
C -0.234 0.907 2.553 0.08 -0.03 0.03
C 0.072 0.583 3.867 -0.03 0.01 -0.02
N -1.605 1.205 2.239 -0.01 0.08 -0.03
C -2.488 1.882 2.990 0.04 -0.06 -0.01
C -3.723 1.810 2.379 -0.01 0.02 0.00
C -3.512 1.059 1.227 -0.02 0.00 0.01
N -2.234 0.696 1.151 0.02 -0.07 0.02
H 2.777 -0.050 5.838 0.00 0.00 0.00
H 1.244 0.643 6.371 0.00 0.00 0.00
H 1.330 -1.052 5.902 0.00 0.00 0.00
H 3.384 0.105 3.526 0.00 0.00 0.00
H 2.826 0.586 1.182 0.00 0.00 0.00
H 2.159 2.931 0.861 0.00 0.00 0.00
H 3.215 4.562 -0.598 0.00 0.00 0.00
H 3.795 5.202 -2.983 0.00 0.00 0.00
H 2.762 4.668 -4.307 -0.01 0.00 0.00
H 2.203 5.918 -3.199 0.00 0.00 0.00
H 0.943 3.116 -3.873 -0.02 -0.01 0.00
H 0.312 1.420 -4.688 0.01 0.00 -0.01
H -1.844 -0.137 -5.216 0.00 -0.01 0.00
H -2.825 -0.755 -2.726 -0.02 0.01 -0.01
H -0.726 0.526 4.598 0.01 0.00 0.01
H -2.169 2.362 3.899 -0.03 0.01 0.00
H -4.644 2.248 2.717 0.00 0.00 0.00
H -4.204 0.765 0.455 0.00 -0.01 0.00
O -2.951 -2.071 -0.858 0.04 0.02 -0.02
C -1.891 -2.591 -0.551 -0.19 -0.03 0.11
N -0.915 -1.886 0.117 0.30 -0.12 -0.25
S 0.567 -2.665 0.119 -0.03 -0.06 0.06
O 1.403 -1.971 -0.820 0.04 -0.01 -0.05
O 1.035 -2.859 1.452 -0.02 0.00 0.02
C -0.102 -4.155 -0.549 0.03 -0.03 0.04
C 0.539 -5.363 -0.730 0.00 0.03 -0.02
C -0.215 -6.399 -1.267 -0.02 -0.02 -0.01
C -1.557 -6.221 -1.597 0.00 -0.02 0.00
C -2.187 -5.002 -1.397 0.02 0.05 0.00
C -1.438 -3.968 -0.862 -0.04 -0.04 0.05
H 1.578 -5.500 -0.466 0.00 0.01 0.00
H 0.247 -7.363 -1.429 0.01 0.00 0.00
H -2.115 -7.051 -2.009 0.00 0.00 0.00
H -3.231 -4.850 -1.636 0.00 -0.01 0.00

---

59
Properties=species:S:1:pos:R:3:forces:R:3 method="wB97M-V/def2-TZVPD" homo_ev=-3.161 e_above_lowest_kj_mol=10.0 homo_lumo_gap_ev=5.099 charge=-1
Pb 0.152 -1.040 -1.690 1.25 -0.90 -0.11
C -1.473 -2.158 1.360 1.71 0.09 0.16
N -0.103 -1.650 1.018 -1.00 0.55 1.47
C 0.865 -2.672 1.378 0.34 -0.56 0.07
C 0.874 -3.892 0.456 -0.32 -0.40 -0.78
C 1.279 -5.148 0.958 0.16 0.75 -0.35
C 1.235 -6.256 0.102 -0.69 0.64 0.43
C 0.815 -6.059 -1.207 0.51 -0.20 0.48
C 0.563 -4.774 -1.644 -0.91 -0.06 -0.17
N 0.475 -3.734 -0.840 0.82 0.01 2.14
C 0.068 -0.356 1.778 -0.60 0.10 -0.28
C 1.386 0.374 1.608 1.27 0.70 -1.44
C 1.583 1.690 2.066 -1.02 -0.45 0.41
C 2.667 2.441 1.661 0.58 0.60 -0.03
C 3.603 1.847 0.810 -0.23 -0.62 0.28
C 3.425 0.503 0.495 -0.55 0.51 0.13
N 2.311 -0.163 0.808 -0.07 -0.50 0.50
C -2.549 -1.387 0.701 -1.41 -0.58 -0.67
C -3.714 -1.140 1.443 0.94 0.42 0.57
C -4.762 -0.460 0.879 -0.37 0.31 0.24
C -4.678 -0.161 -0.474 -0.39 0.49 0.32
C -3.528 -0.510 -1.162 0.22 -0.53 -0.61
N -2.486 -1.165 -0.642 -0.23 0.65 1.94
H -1.549 -2.124 2.480 -0.37 -0.21 -0.76
H -1.585 -3.200 1.011 0.36 0.30 0.20
H 0.655 -3.053 2.390 0.11 0.08 0.16
H 1.858 -2.214 1.370 -0.08 -0.22 -0.15
H 1.657 -5.220 1.990 -0.35 -0.06 -0.55
H 1.396 -7.241 0.525 0.22 -0.03 -0.24
H 0.660 -6.875 -1.882 0.22 -0.36 -0.28
H 0.306 -4.563 -2.675 -0.01 -0.19 -0.03
H -0.183 -0.435 2.877 0.21 -0.24 -0.78
H -0.674 0.362 1.339 0.31 -0.66 0.38
H 0.797 2.116 2.681 0.16 0.19 0.14
H 2.819 3.484 2.028 -0.33 -0.94 -0.45
H 4.462 2.336 0.382 0.11 0.34 0.26
H 4.195 -0.052 -0.029 -0.21 -0.14 -0.28
H -3.751 -1.340 2.519 0.25 -0.11 -0.44
H -5.556 -0.119 1.571 0.18 -0.30 -0.94
H -5.485 0.390 -0.943 0.20 -0.07 -0.21
H -3.405 -0.318 -2.221 -0.27 0.19 -0.08
Se 3.896 -2.927 -1.166 0.12 -0.08 -0.07
Te 3.309 -1.650 -3.205 0.05 0.00 0.10
Te 1.559 -3.059 -4.811 0.06 0.35 0.28
Se -0.366 -1.490 -4.352 -0.69 -0.03 -1.05
N -0.688 9.128 -0.301 0.67 -1.18 0.00
C -0.379 8.011 -0.394 -0.82 1.12 0.10
C -0.242 6.595 -0.570 -1.60 -1.37 0.68
C 0.873 6.039 -1.212 -0.11 1.23 -0.04
C 0.915 4.723 -1.548 -1.21 -2.44 0.79
C -0.216 3.858 -1.174 0.95 1.42 0.25
C -1.313 4.385 -0.454 1.86 1.68 -0.34
C -1.335 5.746 -0.125 1.79 0.29 -1.29
C -0.165 2.462 -1.370 1.17 -1.65 -0.56
C 0.168 1.284 -1.570 -0.99 2.34 0.16
H 1.686 6.723 -1.453 -0.07 -0.29 -0.02
H 1.830 4.235 -1.927 -0.76 0.39 -0.05
H -2.009 3.695 -0.070 -0.99 -0.55 0.24
H -2.149 6.176 0.427 -0.21 0.17 0.14